Density functional theory data (the ωB97M-V functional and the def2-TZVPD basis) for a molecular structure, C29H24Cl2GeN3SY.

Computed properties:
Multiplicity: 2
Molar mass (g mol⁻¹): 679.02
Frontier orbital gap (spin up / spin down) (eV): 6.12 / 6.38
Relative energy (zero: lowest compared OMol25 entry of this formula, charge and spin) (kcal/mol): 4.8
Total charge: +3
HOMO (spin up / spin down) (eV): -15.5 / -16.7

Element x y z (Å)
Y (0.65, 0.40, -0.43)
N (1.87, 4.60, 0.06)
C (2.74, 4.43, -1.02)
C (3.61, 5.31, -1.65)
C (4.33, 4.80, -2.71)
C (4.19, 3.46, -3.12)
C (3.32, 2.60, -2.48)
C (2.60, 3.10, -1.40)
N (1.66, 2.49, -0.56)
C (1.26, 3.43, 0.28)
C (0.25, 3.13, 1.29)
C (-0.31, 3.92, 2.24)
S (-1.47, 3.05, 3.14)
C (-1.16, 1.68, 2.21)
N (-0.24, 1.83, 1.29)
H (1.73, 5.45, 0.58)
H (3.72, 6.34, -1.33)
H (5.02, 5.44, -3.24)
H (4.77, 3.11, -3.96)
H (3.23, 1.57, -2.81)
H (-0.11, 4.96, 2.45)
H (-1.70, 0.75, 2.38)
Cl (2.91, -1.12, -1.54)
C (3.53, -1.68, 0.03)
Cl (2.62, -0.87, 1.31)
H (4.58, -1.42, 0.11)
H (3.36, -2.75, 0.10)
C (-0.73, 1.19, -2.97)
C (-0.30, -0.11, -3.24)
C (-0.68, -1.16, -2.40)
C (-1.48, -0.93, -1.26)
C (-2.00, 0.39, -1.08)
C (-1.63, 1.42, -1.92)
Ge (-1.45, -2.02, 0.33)
C (-0.58, -3.69, 0.42)
C (0.53, -4.01, -0.37)
C (1.14, -5.24, -0.26)
C (0.64, -6.17, 0.65)
C (-0.45, -5.87, 1.44)
C (-1.07, -4.63, 1.33)
C (-2.88, -1.55, 1.49)
C (-4.10, -1.08, 0.99)
C (-5.13, -0.74, 1.86)
C (-4.95, -0.86, 3.23)
C (-3.75, -1.34, 3.74)
C (-2.72, -1.69, 2.88)
H (-0.42, 2.01, -3.61)
H (0.33, -0.31, -4.10)
H (-0.32, -2.16, -2.61)
H (-2.64, 0.59, -0.23)
H (-2.01, 2.42, -1.76)
H (0.91, -3.30, -1.10)
H (1.98, -5.51, -0.90)
H (1.11, -7.15, 0.73)
H (-0.84, -6.60, 2.14)
H (-1.94, -4.41, 1.94)
H (-4.29, -1.03, -0.07)
H (-6.08, -0.40, 1.47)
H (-5.75, -0.60, 3.91)
H (-3.62, -1.46, 4.81)
H (-1.79, -2.08, 3.29)